Density functional theory data (ωB97M-V with the def2-TZVPD basis set) for 2 unconnected molecules or ions with the total composition C4H12.

For the molar mass, the calculation gives 60.14 g mol⁻¹. The value obtained for the HOMO energy is -11.412 eV. For the gap between HOMO and LUMO, the calculation gives 12.566 eV. The structure (SMILES) is CC.CC. The spin multiplicity is 1. Its energy above the lowest of the compared OMol25 structures with the same formula, charge and spin is 97.2 kJ/mol.

Structure (XYZ):
```
16
Properties=species:S:1:pos:R:3:forces:R:3:nbo_charge:R:1
C -1.650864 -0.243838 1.727573 2.6349 0.2736 0.5622 -0.617
C -2.304659 0.440722 0.586720 -1.2033 1.4962 -0.6786 -0.624
H -2.330633 -0.485004 2.480041 -1.2206 -0.2687 1.3294 0.202
H -1.205417 -1.165163 1.468776 0.3850 -1.2843 -0.6832 0.204
H -0.781716 0.230290 2.228962 -0.6551 0.4602 -0.3715 0.207
H -3.253053 0.776584 1.011984 -0.4010 -0.0760 -0.5462 0.206
H -2.518888 -0.258096 -0.242086 0.1466 0.5961 0.2443 0.209
H -1.902489 1.422312 0.222943 0.3336 -1.2019 0.1343 0.213
C 1.683258 -0.434992 -0.489696 1.3996 2.2896 -0.8321 -0.612
C 2.180577 0.190651 -1.750312 2.0800 -0.0722 -2.5410 -0.614
H 2.331201 -1.195248 -0.207261 0.9573 -1.6652 0.5627 0.205
H 1.846590 0.369151 0.203746 -0.9475 0.0420 1.0443 0.209
H 0.719989 -0.761138 -0.662308 -2.1540 -0.6755 0.4397 0.209
H 2.648399 -0.470934 -2.490354 -0.0729 -0.7661 0.3933 0.197
H 1.536719 0.689388 -2.441866 -1.3637 0.5707 0.2714 0.207
H 3.000988 0.895316 -1.646862 0.0810 0.2813 0.6709 0.198
```
Forces are in eV/Å.


Density functional theory data (ωB97M-V with the def2-TZVPD basis set) for 2 unconnected molecules or ions with the total composition C4H12.

For the molar mass, the calculation gives 60.14 g mol⁻¹. The value obtained for the HOMO energy is -11.527 eV. For the gap between HOMO and LUMO, the calculation gives 12.673 eV. The structure (SMILES) is CC.CC. The spin multiplicity is 1. Its energy above the lowest of the compared OMol25 structures with the same formula, charge and spin is 29.1 kJ/mol.

Structure (XYZ):
```
16
Properties=species:S:1:pos:R:3:forces:R:3:nbo_charge:R:1
C -0.512959 0.928417 -1.279417 0.9420 1.3522 0.7800 -0.614
C -1.797176 1.488120 -1.861846 -0.0030 -0.1021 0.3966 -0.608
H -0.605291 0.014934 -0.704838 -0.1457 -0.2272 -0.1285 0.204
H 0.318103 0.869701 -1.975367 -0.2498 -0.6298 -0.6236 0.207
H -0.064318 1.681900 -0.605855 -0.4502 -0.2378 0.2324 0.199
H -2.474351 1.845668 -1.090099 0.0416 -0.0132 0.3168 0.202
H -2.356448 0.717109 -2.376472 -0.0191 0.0603 -0.5917 0.203
H -1.578558 2.363354 -2.470066 -0.1255 -0.2057 -0.3912 0.206
C 0.526625 -1.259270 2.004981 0.8244 -0.3085 0.9805 -0.614
C 1.717525 -1.230541 1.047847 -0.1889 0.6497 0.0988 -0.612
H -0.347395 -0.786572 1.571302 -0.2216 -0.1446 0.1693 0.206
H 0.332958 -2.274524 2.357038 -0.3999 -0.0921 -0.4689 0.203
H 0.800581 -0.790359 2.957517 -0.2682 0.5230 -0.3029 0.204
H 1.783439 -2.162404 0.502724 0.2027 -0.0388 -0.3197 0.205
H 1.600742 -0.386974 0.365775 0.0056 -0.2160 -0.2794 0.204
H 2.656523 -1.018561 1.556777 0.0556 -0.3694 0.1316 0.205
```
Forces are in eV/Å.


Density functional theory data (ωB97M-V with the def2-TZVPD basis set) for 2 unconnected molecules or ions with the total composition C4H12.

For the molar mass, the calculation gives 60.14 g mol⁻¹. The value obtained for the HOMO energy is -11.086 eV. For the gap between HOMO and LUMO, the calculation gives 12.207 eV. The structure (SMILES) is CC.CC. The spin multiplicity is 1. Its energy above the lowest of the compared OMol25 structures with the same formula, charge and spin is 153.3 kJ/mol.

Structure (XYZ):
```
16
Properties=species:S:1:pos:R:3:forces:R:3:nbo_charge:R:1
C -0.499060 0.806379 -1.365021 0.5281 -0.6988 1.8959 -0.621
C -1.178613 1.664872 -2.437245 -2.3730 -3.2650 -0.6303 -0.612
H -0.507788 1.245075 -0.250530 -0.1501 -0.9168 -2.6050 0.206
H -0.698883 -0.326337 -1.300713 -0.6455 1.8352 -0.2349 0.207
H 0.511237 0.750926 -1.695380 1.3403 0.2471 0.3647 0.203
H -0.735535 1.540061 -3.467797 -0.4334 0.2177 1.2385 0.209
H -1.260886 2.652585 -2.139304 0.3447 2.0873 0.3493 0.209
H -2.275660 1.323201 -2.471222 1.3798 0.5112 -0.4027 0.198
C 0.131513 -1.389782 1.635905 0.6507 -4.2639 1.1619 -0.593
C 1.528842 -1.038496 2.103816 -0.4626 4.2542 0.6718 -0.591
H 0.036109 -1.449157 0.574228 0.2447 -0.2237 -0.7905 0.204
H -0.167109 -2.518444 2.083327 0.5501 3.0600 -1.2149 0.185
H -0.578251 -0.688322 1.917733 -1.3995 1.1345 1.0102 0.204
H 2.306213 -1.563003 1.623884 0.8872 -0.2657 -1.1220 0.205
H 1.670944 0.236255 2.040158 -0.0431 -3.7184 -0.1404 0.181
H 1.716927 -1.245811 3.148160 -0.4182 0.0050 0.4485 0.205
```
Forces are in eV/Å.


Density functional theory data (ωB97M-V with the def2-TZVPD basis set) for 2 unconnected molecules or ions with the total composition C4H12.

For the molar mass, the calculation gives 60.14 g mol⁻¹. The value obtained for the HOMO energy is -11.235 eV. For the gap between HOMO and LUMO, the calculation gives 12.330 eV. The structure (SMILES) is CC.CC. The spin multiplicity is 1. Its energy above the lowest of the compared OMol25 structures with the same formula, charge and spin is 59.4 kJ/mol.

Structure (XYZ):
```
16
Properties=species:S:1:pos:R:3:forces:R:3:nbo_charge:R:1
C 1.134761 -2.639436 -0.462476 0.1610 -1.3299 1.0487 -0.619
C 0.175714 -1.588695 -0.932867 0.6660 2.0696 0.3243 -0.614
H 1.684781 -3.106624 -1.283469 -0.2567 -0.2898 0.2268 0.205
H 1.877367 -2.340124 0.291019 0.0801 0.9173 -0.6479 0.210
H 0.645064 -3.365374 0.200318 -0.2829 -0.4676 -0.7920 0.205
H 0.008993 -0.887016 -0.111197 -0.1083 -0.1486 0.0481 0.199
H -0.823728 -1.822887 -1.292608 0.2464 -0.6985 -0.1636 0.213
H 0.691711 -0.955564 -1.673309 -0.4045 -0.2237 -0.0661 0.202
C -0.284395 2.418443 1.220483 0.9832 -0.0271 -1.7219 -0.605
C -1.136526 1.811826 0.068323 0.4450 -0.3172 2.1233 -0.609
H -0.688046 2.158366 2.187706 0.0912 0.1291 0.2596 0.205
H 0.726729 2.013314 1.072882 -0.1284 -0.1914 0.5873 0.195
H -0.084691 3.485969 1.088572 -0.6536 0.0687 0.3568 0.202
H -0.826889 2.187192 -0.897204 -0.5185 0.1671 -0.2007 0.210
H -2.174360 1.882320 0.394179 -0.2320 0.4531 -0.9463 0.204
H -0.926492 0.748297 0.129643 -0.0881 -0.1110 -0.4367 0.198
```
Forces are in eV/Å.


Density functional theory data (ωB97M-V with the def2-TZVPD basis set) for 2 unconnected molecules or ions with the total composition C4H12.

For the molar mass, the calculation gives 60.14 g mol⁻¹. The value obtained for the HOMO energy is -11.599 eV. For the gap between HOMO and LUMO, the calculation gives 12.714 eV. The structure (SMILES) is CC.CC. The spin multiplicity is 1. Its energy above the lowest of the compared OMol25 structures with the same formula, charge and spin is 70.9 kJ/mol.

Structure (XYZ):
```
16
Properties=species:S:1:pos:R:3:forces:R:3:nbo_charge:R:1
C -1.381130 2.416534 -0.403204 1.8595 -0.0158 -1.0038 -0.607
C -0.432396 1.844976 0.672142 0.0984 -0.5612 -1.0952 -0.614
H -2.351530 2.555681 -0.083349 -2.1007 0.3839 1.2280 0.199
H -0.962907 3.409378 -0.605389 -0.4154 -0.1100 -0.6334 0.201
H -1.563368 1.820251 -1.356090 1.0728 0.5698 1.1372 0.206
H -0.439937 2.370146 1.639786 -0.5077 -0.4810 -0.3157 0.212
H -0.542762 0.763930 0.691769 -0.3608 -0.1305 0.9013 0.203
H 0.589337 1.926812 0.322968 0.3560 0.3276 -0.2217 0.200
C 1.421866 -2.017131 0.455745 0.0123 1.1000 -1.2591 -0.614
C 0.397557 -2.287360 -0.684751 -1.3881 0.6365 1.0862 -0.614
H 1.408280 -0.882250 0.641366 0.7239 -1.4820 -0.7632 0.207
H 1.136518 -2.334659 1.436627 -0.2725 -0.9857 0.3998 0.207
H 2.411514 -2.459019 0.145165 -0.8165 0.8785 0.6880 0.209
H 0.145431 -3.290696 -1.027294 0.3040 -0.4094 0.8065 0.207
H 0.716317 -1.839959 -1.589838 0.6219 0.8119 -0.8600 0.202
H -0.582275 -1.781729 -0.455322 0.8129 -0.5326 -0.0948 0.197
```
Forces are in eV/Å.


Density functional theory data (ωB97M-V with the def2-TZVPD basis set) for 2 unconnected molecules or ions with the total composition C4H12.

For the molar mass, the calculation gives 60.14 g mol⁻¹. The value obtained for the HOMO energy is -11.648 eV. For the gap between HOMO and LUMO, the calculation gives 12.788 eV. The structure (SMILES) is CC.CC. The spin multiplicity is 1. Its energy above the lowest of the compared OMol25 structures with the same formula, charge and spin is 35.1 kJ/mol.

Structure (XYZ):
```
16
Properties=species:S:1:pos:R:3:forces:R:3:nbo_charge:R:1
C 2.094271 0.288223 -0.787453 -0.2456 0.9524 -0.1733 -0.619
C 1.617562 -0.812723 -1.719488 -0.3756 -0.8040 -0.2095 -0.620
H 3.133478 0.559264 -0.969347 0.0472 -0.1117 0.0978 0.207
H 1.523770 1.212487 -0.929997 0.0443 -0.0777 -0.0878 0.204
H 1.971988 0.060680 0.268185 0.1138 -0.2846 0.0311 0.208
H 2.392389 -1.164582 -2.401183 0.1539 -0.0812 0.2299 0.207
H 0.783217 -0.578375 -2.384282 -0.0034 0.5207 0.2042 0.207
H 1.247182 -1.664693 -1.144166 0.2434 -0.1111 -0.0791 0.206
C -1.401755 0.662979 1.727883 -0.9288 0.4403 1.1649 -0.614
C -2.260228 -0.210331 0.817527 0.6731 0.5110 -1.4179 -0.616
H -2.081649 1.363246 2.234289 0.0878 0.0224 -0.1359 0.204
H -0.913506 0.173832 2.565896 0.2019 -0.4151 -0.1406 0.203
H -0.684524 1.312567 1.231813 0.1393 -0.3668 -0.3335 0.207
H -3.276779 -0.418019 1.130404 -0.0201 0.1421 0.4293 0.208
H -2.314539 0.363962 -0.116725 -0.4691 -0.1394 0.0232 0.204
H -1.830883 -1.148519 0.476646 0.3378 -0.1974 0.3972 0.204
```
Forces are in eV/Å.


Question: What is the spin multiplicity in the first record?
Answer: 1